The following is a quantum chemistry calculation of the molecule C2H3N3O, from OMol25.

```
! RIJCOSX wB97M-V def2-TZVPD def2/J DEFGRID3
* xyz 0 1
O -0.86 -1.07 -2.43
N -1.04 0.12 -1.68
N -0.72 -0.33 0.71
N 0.39 0.11 1.45
C -0.77 -0.08 -0.49
C 0.95 1.26 1.23
H -0.18 -0.85 -3.07
H 0.54 -0.53 2.23
H 1.68 1.38 2.05
*
```

Computed properties:
energy relative to the best compared isomer or geometry (same formula, charge and spin)	145.34	kcal/mol


The following is a quantum chemistry calculation of a structure of composition C27H30AsCsN3O3P in a non-equilibrium geometry, from OMol25.

```
! RIJCOSX wB97M-V def2-TZVPD def2/J DEFGRID3
* xyz 0 1
Cs -1.29 -1.38 -1.42
As -4.35 0.76 -0.73
P 1.26 0.63 0.53
O 0.68 -3.92 1.61
O 0.09 -3.20 -1.63
O -3.02 0.16 -1.41
N 0.12 -3.14 -0.33
N 0.74 -4.03 0.34
N -1.18 -0.01 2.16
C 0.65 0.88 -2.13
C 1.21 2.79 2.40
C 2.87 2.76 -0.43
C -1.02 1.83 3.71
C 4.03 0.91 0.57
C 0.32 1.36 -0.87
C -0.42 3.00 4.14
C -5.94 0.13 -1.66
C 5.24 1.53 0.31
C -4.52 0.28 1.14
C -1.26 2.85 -1.88
C 2.86 -6.19 -1.83
C 0.01 1.36 -3.26
C 1.49 -5.13 -0.17
C -0.94 2.35 -3.13
C -0.52 1.12 2.61
C 0.70 3.48 3.48
C 5.26 2.77 -0.31
C -4.46 2.70 -0.76
C 0.61 1.62 1.93
C -0.65 2.35 -0.75
C 2.46 -7.29 0.26
C 2.07 -5.12 -1.43
C 1.67 -6.22 0.67
C 3.06 -7.27 -0.98
C 4.07 3.38 -0.68
C 2.83 1.51 0.19
H 0.29 0.98 -4.24
H -5.46 0.66 1.55
H -3.66 3.10 -0.13
H -0.59 -0.63 1.62
H 1.18 4.38 3.82
H 2.60 -8.13 0.93
H -5.83 0.40 -2.71
H -0.82 3.53 4.99
H -4.48 -0.80 1.25
H -6.84 0.57 -1.25
H -1.96 3.66 -1.79
H 4.09 4.35 -1.16
H 4.01 -0.06 1.06
H 1.21 -6.20 1.64
H 1.43 0.13 -2.22
H -1.87 1.43 4.24
H 3.32 -6.17 -2.81
H -5.99 -0.96 -1.59
H -1.42 2.77 -4.01
H 2.11 3.15 1.92
H -3.67 0.73 1.67
H 6.20 3.26 -0.52
H 6.17 1.06 0.60
H -5.43 3.02 -0.39
H -4.32 3.06 -1.79
H -0.89 2.76 0.23
H -1.66 -0.51 2.89
H 1.93 -4.28 -2.09
H 3.71 -8.08 -1.28
H 1.94 3.24 -0.72
*
```

Computed properties:
energy relative to the best compared isomer or geometry (same formula, charge and spin)	68.26	kcal/mol